{
  "formula": "C37H58AgN4O4PS2SeSi",
  "method": "the ωB97M-V functional and the def2-TZVPD basis",
  "e_tot_ev": -161652.1376,
  "total_charge": -2,
  "max_force_ev_per_a": 2.212,
  "e_homo_ev": -1.93,
  "orbital_gap_ev": 6.108,
  "symbols": ["H", "H", "H", "C", "H", "H", "C", "H", "H", "C", "H", "H", "H", "S", "C", "O", "C", "C", "N", "H", "H", "C", "C", "C", "C", "N", "H", "H", "Se", "C", "O", "H", "H", "O", "C", "H", "H", "H", "C", "C", "H", "H", "H", "C", "H", "H", "Si", "H", "C", "C", "H", "C", "H", "Ag", "S", "H", "H", "H", "H", "H", "P", "C", "C", "H", "H", "H", "H", "C", "C", "H", "N", "H", "O", "N", "C", "C", "H", "H", "C", "C", "H", "H", "H", "C", "H", "C", "C", "C", "C", "H", "C", "H", "C", "H", "C", "H", "H", "H", "H", "H", "H", "C", "H", "H", "H", "H", "C", "H", "C"],
  "positions_angstrom": [[17.8859, 14.2193, 4.6632], [19.6014, 11.8653, 12.6423], [16.3395, 11.3346, 6.5116], [8.7253, 11.2849, 9.6872], [14.9383, 13.0652, 6.7468], [16.5774, 11.4956, 10.2153], [16.2991, 17.1866, 10.4465], [17.3169, 10.6812, 11.5370], [12.4722, 12.8681, 14.8328], [13.9056, 21.5688, 8.6571], [12.7476, 13.9005, 13.3969], [11.5910, 16.6034, 13.1610], [15.7742, 19.0510, 5.6107], [11.2892, 14.5755, 9.7866], [17.4942, 11.4160, 10.7933], [10.4267, 14.6465, 16.1205], [17.0815, 13.2239, 12.5379], [12.5966, 9.8654, 10.1827], [12.8631, 9.7755, 7.7793], [14.5450, 8.8352, 7.1354], [15.4413, 8.3039, 9.4172], [7.5146, 10.7229, 9.9924], [17.4597, 18.0286, 8.4026], [17.4931, 16.9203, 9.4631], [10.2880, 14.1797, 8.4206], [10.2816, 13.0493, 7.8291], [15.3632, 13.7870, 5.2145], [9.4589, 16.0202, 8.3182], [13.2687, 17.2847, 6.5777], [13.1182, 20.5903, 9.2826], [17.4197, 15.6848, 8.7197], [11.2485, 18.0554, 8.5720], [17.7029, 19.0080, 8.7834], [17.4407, 13.2484, 7.8713], [14.9070, 19.6982, 5.4881], [12.6141, 20.8518, 10.1995], [15.5717, 14.7853, 6.6139], [16.4455, 18.0510, 8.0022], [9.4108, 9.2241, 8.6675], [9.9327, 14.1263, 13.4406], [19.0470, 18.0076, 10.4135], [15.1067, 22.9508, 9.7739], [17.9348, 15.1448, 6.1287], [11.9749, 18.3668, 9.3353], [11.9371, 10.1821, 10.9942], [13.3955, 23.1132, 9.9911], [16.9050, 14.1683, 9.1792], [15.3746, 17.2647, 9.9098], [18.8386, 16.9576, 10.1524], [11.0431, 11.0698, 8.6019], [19.1210, 13.8887, 5.9099], [17.0840, 13.2499, 6.4503], [10.2108, 16.9479, 14.1426], [13.6026, 15.4746, 8.5204], [14.9952, 13.9585, 9.8360], [7.9093, 7.7077, 8.5314], [14.2647, 19.1507, 4.8191], [17.0845, 11.5971, 4.9429], [14.1050, 8.9274, 11.3808], [10.1024, 8.5280, 8.2065], [11.0092, 14.7955, 14.7281], [18.0930, 14.1374, 5.7236], [17.9883, 12.7370, 11.4013], [16.0825, 13.3815, 12.1406], [16.2613, 16.4112, 11.1911], [13.4432, 14.3336, 15.0025], [16.4617, 18.1671, 10.9637], [7.2076, 9.4479, 9.6091], [14.4488, 21.2286, 7.4081], [18.0725, 11.3450, 6.4383], [11.3107, 12.1916, 8.0824], [14.1631, 23.7467, 8.5498], [18.0655, 13.7414, 10.3395], [9.3337, 15.0732, 8.0273], [14.2685, 19.9688, 6.8404], [12.9303, 19.3088, 8.7380], [12.4590, 17.4261, 9.5840], [6.2133, 9.0370, 9.7436], [8.1537, 8.6971, 8.9009], [17.1720, 11.8305, 6.0307], [10.1446, 14.5366, 12.4375], [8.8574, 12.3039, 9.9321], [8.8799, 14.3102, 13.6161], [14.4969, 8.7747, 9.2876], [19.6491, 16.5613, 9.4930], [12.2407, 10.2103, 8.8773], [13.5151, 18.9939, 7.4727], [15.6316, 13.7529, 6.2673], [11.1873, 16.5389, 14.1844], [17.1202, 12.4386, 13.2862], [9.7023, 10.5111, 9.0120], [11.4302, 18.7437, 10.2299], [14.0263, 9.1200, 8.0117], [19.9996, 12.3370, 10.9827], [19.4480, 12.6073, 11.8672], [18.8332, 16.4028, 11.0850], [15.1931, 20.6666, 5.1076], [9.0576, 14.9619, 7.0723], [15.0065, 21.9981, 6.8786], [18.1436, 17.7987, 7.5926], [11.7736, 17.1191, 14.8826], [14.1349, 22.9133, 9.2402], [10.0266, 13.0704, 13.3257], [19.8443, 13.6186, 12.2198], [18.3456, 11.0071, 10.1680], [6.7450, 11.3418, 10.4098], [13.7369, 9.1120, 10.3797], [17.4966, 14.1457, 12.9536], [12.5449, 13.9240, 14.4919]],
  "forces_ev_per_angstrom": [[0.00, -0.30, -0.35], [-0.09, -0.19, 0.22], [-0.27, -0.44, 0.12], [0.71, -1.01, -0.75], [-0.07, 0.30, 0.34], [0.05, 0.32, -0.17], [1.73, 0.63, -0.08], [-0.17, -0.73, 1.07], [-0.31, 0.68, -0.19], [-0.19, -1.14, -1.24], [0.04, 0.02, 0.59], [0.09, -0.11, 0.39], [0.24, 0.05, 0.04], [0.03, 0.28, 0.16], [1.61, 0.06, -0.88], [0.66, 0.29, -1.10], [0.70, -0.24, -0.60], [-0.51, 0.03, -0.12], [1.67, -0.36, 0.85], [0.66, -0.31, -0.75], [0.60, -0.41, -0.08], [-0.44, 0.46, -0.02], [-0.59, -0.63, -0.26], [-0.43, 0.24, -0.54], [0.82, -0.07, 1.06], [-0.33, -0.85, -1.05], [0.09, -0.09, -0.33], [0.30, 0.23, 0.16], [0.02, 0.10, 0.74], [0.50, -0.08, -0.51], [-0.61, 0.41, 0.51], [0.01, 0.11, 0.16], [0.04, 0.33, 0.38], [-0.57, 0.13, -0.45], [0.01, 0.17, 0.99], [-0.12, -0.06, 0.31], [-0.31, -0.10, 0.29], [-0.02, 0.13, -0.24], [-0.52, -1.55, -0.24], [-0.04, 0.58, -0.87], [0.17, -0.24, -0.06], [-0.30, -0.07, -0.19], [0.20, -0.03, -0.04], [-0.86, -0.51, 0.60], [0.39, 0.01, -0.17], [-0.53, 0.28, 0.43], [1.57, -0.07, -0.36], [-0.54, -0.18, -0.30], [0.63, 0.35, 0.24], [-0.19, -0.56, 0.88], [0.45, -0.47, 0.08], [-0.13, 0.97, 0.86], [-1.11, 0.37, 0.09], [-0.32, 0.20, -0.36], [-0.24, -0.29, 0.13], [0.00, -0.03, 0.13], [-0.43, 0.08, -0.26], [0.15, 0.59, 0.62], [-0.12, -0.23, 0.05], [0.41, 0.53, -0.19], [-1.50, 0.22, 1.11], [-1.04, 1.17, 0.57], [-0.13, 0.93, -0.92], [-0.12, 0.03, 0.24], [-0.25, -0.37, 0.32], [-0.75, 0.09, -0.28], [0.04, -0.67, -0.41], [-0.01, -1.47, -1.06], [-0.28, 0.20, 0.79], [-0.05, 0.28, -0.28], [0.00, 0.46, 0.24], [-0.17, 0.01, -0.46], [-0.54, -0.47, 0.59], [-0.88, 0.40, -0.17], [0.46, 0.24, -0.83], [0.25, 1.14, -1.08], [0.04, -0.17, 0.30], [0.00, 0.05, 0.18], [-0.73, 0.22, 0.71], [0.11, -1.81, -0.34], [0.22, -0.01, 0.31], [0.63, 0.88, 0.12], [-0.16, 0.29, 0.44], [-0.41, 0.43, -1.25], [-0.70, 0.33, 0.45], [-0.93, -0.18, -0.65], [-0.35, -0.60, 0.90], [0.99, 0.04, -0.37], [0.97, -0.96, -0.37], [-0.32, -0.04, 0.41], [0.59, 2.09, 0.42], [0.47, -0.09, -0.53], [-1.16, 0.16, 0.98], [0.50, -0.16, -0.25], [-0.10, 1.47, 0.11], [0.05, -0.35, 0.07], [0.30, 0.18, -0.58], [-0.14, -0.01, -0.38], [0.08, -0.15, -0.09], [0.19, -0.13, -0.15], [0.27, 0.09, 0.14], [0.97, 0.10, 0.90], [0.28, -0.93, 0.15], [-0.61, -1.28, -0.38], [-1.11, 0.43, 0.27], [-0.22, 0.21, 0.45], [-0.13, 0.76, 0.54], [-0.16, 0.01, -0.01], [1.38, -0.65, -0.60]]
}

{
  "formula": "C37H58BBaFN14O8S4",
  "method": "the ωB97M-V functional and the def2-TZVPD basis",
  "e_tot_ev": -123984.7753,
  "total_charge": -2,
  "max_force_ev_per_a": 4.532,
  "e_homo_ev": -1.45,
  "orbital_gap_ev": 5.013,
  "symbols": ["C", "C", "H", "C", "O", "H", "O", "C", "S", "H", "C", "H", "C", "H", "C", "N", "H", "H", "N", "F", "H", "H", "C", "H", "H", "H", "C", "H", "H", "C", "H", "H", "H", "H", "N", "C", "C", "H", "C", "H", "H", "C", "C", "H", "H", "H", "C", "H", "C", "N", "C", "H", "H", "H", "H", "B", "C", "C", "H", "H", "C", "H", "H", "C", "H", "H", "C", "N", "H", "H", "C", "O", "O", "N", "C", "C", "N", "H", "C", "N", "C", "O", "C", "H", "C", "H", "H", "C", "S", "O", "H", "N", "H", "S", "S", "O", "Ba", "H", "H", "H", "H", "O", "C", "H", "N", "N", "N", "N", "H", "C", "H", "N", "C", "H", "H", "C", "H", "H", "H", "H", "H", "C", "C", "H"],
  "positions_angstrom": [[4.7587, 0.6226, -5.6770], [-1.0451, -2.1941, -4.0050], [5.4563, 0.1157, 2.3268], [-1.7196, -3.3088, -3.9840], [-1.4043, 3.3747, 0.4924], [1.5979, 1.0086, 0.7614], [2.3096, 0.8562, 4.1632], [-3.7416, 1.6649, -4.7288], [2.3663, -1.2380, -2.0147], [4.9442, 1.2744, 4.1558], [-3.6102, 4.2589, -4.4857], [-0.9390, -1.8259, 6.7568], [4.3222, -1.6477, -4.7123], [3.4998, -0.4642, 7.1456], [0.4775, 3.2358, 7.7968], [-1.9505, 1.0322, -3.5946], [-0.6095, 4.5407, 5.1332], [1.3858, -0.3413, 1.6793], [0.5727, 0.1810, -3.5777], [3.1849, -3.0745, 7.2162], [1.3665, 4.4391, 6.2734], [5.7557, 0.1877, -5.8621], [1.9692, 0.8457, -5.2188], [-5.3031, -2.9684, -2.1949], [-0.2533, 3.9414, 8.1754], [-3.5763, -4.0332, -0.5112], [-1.1118, -4.0980, 2.4181], [0.0841, -3.3286, 5.4949], [-4.2630, 6.0404, -3.3976], [-2.6036, 4.7995, -5.4982], [-2.3780, -5.2472, -1.0838], [-3.2350, -0.4475, -4.6537], [4.1205, -2.1826, -3.7788], [1.6665, 2.6730, 5.8885], [4.6475, -0.4268, 5.3095], [3.9811, -1.0611, 6.3158], [4.1592, -0.1496, -4.4323], [-5.7574, 3.8555, -4.5524], [-2.4632, -2.0502, -2.2907], [-5.7589, -4.6153, -2.6737], [-4.0264, -5.6736, -0.9947], [4.9315, 0.3414, -3.1755], [-0.5806, -1.9397, 3.9639], [3.6305, -1.9929, -5.4562], [6.6038, -2.9349, 4.3714], [5.3673, -1.7622, -5.0548], [4.0316, -2.4114, 6.3968], [-4.2067, 4.4587, -2.4411], [-3.7212, 5.0945, -3.1993], [-0.6245, 1.3415, 5.1561], [-0.9992, 2.5807, 4.8269], [-1.3430, -4.8963, 1.6977], [0.6917, -1.3442, 6.5574], [-1.4354, 3.9647, -0.3180], [-2.5425, -6.0192, -3.4984], [-0.9208, 0.0582, -2.8426], [-2.0169, 2.4122, -3.4728], [-0.5223, -4.3273, 3.6994], [-3.5738, -5.1797, -4.7398], [-1.6957, 3.8104, 1.3444], [3.0218, 1.3527, 5.0627], [-1.6626, 5.0209, -4.9905], [-4.6221, 1.6671, -5.3219], [-3.0873, 0.5856, -4.3281], [-5.1995, -3.5136, -3.8797], [-2.7054, 5.3351, -2.7122], [4.4872, 0.9769, 5.0988], [-3.1874, 2.8190, -4.1354], [1.5313, 1.1040, 2.4558], [-1.8266, -4.0617, -4.7536], [-5.0890, -3.7693, -2.8673], [4.9160, -4.4594, 5.4698], [6.4727, -0.4411, 3.9447], [-0.9524, 0.3531, 4.3315], [0.7380, 3.5217, 6.3639], [5.7117, -1.0817, 4.6727], [-5.4238, 1.2476, 0.8471], [-0.3212, -5.3336, 4.0212], [1.8705, -0.3792, -3.3520], [2.6800, 0.0732, -4.3320], [-0.5967, -0.8160, 4.8483], [2.7048, 2.2002, 5.9657], [0.7099, 0.9075, -4.7426], [4.5755, -0.0108, -2.2400], [-3.3822, -4.8381, -1.2421], [-4.2962, -6.2550, -3.4742], [2.3673, 1.1816, -6.1355], [-3.5105, -5.5095, -3.6775], [-3.3359, -1.4582, -0.9901], [-4.8499, 2.1962, 0.3215], [4.7885, 1.7388, -5.4680], [5.8222, -2.4362, 4.8641], [0.0338, 2.2397, 7.8720], [-2.1066, 3.0312, 3.6442], [-0.9720, 3.4576, -2.7214], [5.2756, 0.7487, 1.5810], [-1.8130, 0.8124, 1.2570], [-5.3049, 5.3489, -5.3132], [-4.9144, 3.8581, -6.2216], [-0.1249, 1.4367, -5.2096], [-0.4937, -0.0786, 6.8128], [-4.8372, 0.4156, 1.6164], [-1.4749, -2.8348, 2.0549], [6.1012, 1.2064, 1.5759], [1.1216, 0.6944, 1.6215], [-1.4641, -1.3969, -2.9903], [-2.6125, -3.2980, -2.9246], [-1.1838, -1.7677, 2.7664], [5.9671, -0.0032, -3.3001], [-3.6230, -4.3160, -2.6517], [-2.9342, 5.6779, -6.0309], [-0.3331, 3.6473, 5.4401], [-4.9727, 4.3205, -5.1626], [-2.4361, 3.9791, -6.2266], [4.9506, 1.5053, 5.9026], [-0.3095, -1.0336, 6.3042], [-0.7478, 0.4055, -1.7224], [-1.9991, -2.6421, 1.0910], [-0.2655, -1.8491, -4.7231], [4.1558, 0.4610, -6.5926], [4.9377, 1.4285, -3.2172], [4.8923, -3.2346, 5.5503], [-0.1498, -3.2265, 4.4122], [1.3382, 3.2622, 8.4844]],
  "forces_ev_per_angstrom": [[-0.82, 0.42, 0.65], [2.21, 1.81, -1.55], [-0.43, 0.68, -0.96], [-1.65, -2.77, -1.00], [-0.16, 1.06, -0.15], [-0.13, 0.00, 0.76], [1.07, 0.50, 1.50], [-0.66, 1.20, 0.47], [-0.47, -0.72, 0.62], [-0.04, -0.20, 0.09], [0.46, 0.02, 0.40], [-0.06, 0.35, -0.40], [1.20, 0.45, 0.92], [0.07, -0.55, -1.55], [-0.97, -0.41, 0.56], [-0.25, -0.03, 0.32], [-0.66, 0.79, -0.40], [-0.51, 1.89, -0.01], [0.79, -0.54, -0.78], [0.53, 0.16, 0.10], [-0.51, -0.14, 0.05], [-0.30, 0.55, 0.17], [-0.92, -0.09, 0.48], [-0.20, 0.63, 0.28], [-0.46, 0.27, 0.60], [0.22, -0.40, -0.30], [0.00, -1.82, 0.54], [0.40, 0.09, -1.10], [0.13, -0.59, 0.18], [0.83, -1.00, 0.13], [0.11, 0.43, -0.31], [0.14, 0.50, 0.49], [0.21, -0.13, -0.27], [-3.41, 2.05, 1.22], [1.63, -1.58, -0.14], [-0.36, -0.67, 1.18], [-0.30, -0.03, -0.61], [0.16, -0.21, -0.27], [0.68, -0.46, -0.79], [-0.01, 0.20, 0.11], [-0.53, -0.12, -0.12], [0.45, 0.07, -1.73], [-0.84, -0.67, -0.40], [-0.28, -0.07, -0.55], [-1.31, 0.86, 0.58], [-0.44, -0.51, 0.21], [-0.70, 0.05, -0.06], [-0.27, 0.51, -0.21], [1.49, 0.10, 1.10], [-0.24, 1.12, 0.78], [1.99, 1.31, 0.36], [0.09, 0.13, 0.67], [0.71, 0.02, -0.20], [-0.17, -0.97, 1.54], [-0.38, 0.19, -0.36], [0.76, 0.47, -0.28], [-1.71, -0.73, -0.73], [-0.05, 0.33, -2.41], [-0.06, -0.24, 0.77], [0.43, -0.16, -1.23], [-1.23, -0.02, -0.99], [0.02, -0.09, -0.17], [-0.49, 0.31, -0.24], [2.05, -0.18, 0.08], [-0.17, 0.67, -1.38], [-1.55, -0.31, -1.13], [0.09, 0.67, -0.27], [0.08, -0.42, -0.74], [0.09, 0.12, -0.07], [0.52, 0.03, 0.32], [1.35, -1.55, 1.44], [0.04, 1.41, 0.24], [-0.14, -0.94, 0.42], [1.05, -0.60, 0.85], [2.66, 0.33, -1.50], [-0.28, 1.48, -0.68], [-2.29, -1.19, 0.44], [0.07, -0.20, 0.19], [-1.96, 1.17, 0.90], [1.07, 0.33, -0.27], [-0.15, 0.75, -0.19], [3.65, -2.57, -0.78], [-0.86, 0.41, -0.63], [-0.52, -0.29, 0.58], [-0.23, 0.06, 0.74], [0.18, 0.48, -0.03], [0.21, 0.48, -0.48], [0.84, 0.33, 0.47], [-0.11, 0.29, 0.19], [1.73, -0.39, 0.53], [0.18, -1.33, -0.34], [0.58, -0.74, -0.39], [-0.07, -0.11, 0.22], [-1.31, 0.22, -1.18], [1.05, -0.03, 0.29], [-0.35, -1.32, 1.07], [-0.52, -0.11, 0.74], [0.42, 0.07, 0.11], [-0.31, 0.46, 1.67], [0.36, -0.33, 0.38], [0.04, -0.38, -0.04], [1.21, 1.45, -1.09], [0.20, 0.39, -1.33], [0.87, 0.72, -0.25], [0.21, -2.08, -1.06], [-0.34, 0.42, 0.97], [0.33, 1.92, 0.05], [0.09, 0.47, 0.39], [-0.09, 0.11, 0.04], [-1.15, -0.90, -0.72], [-0.34, 0.32, -0.03], [-1.62, -2.66, 0.12], [-0.42, -1.40, -1.41], [0.07, 0.58, 0.16], [0.47, 0.51, 0.55], [-0.43, 0.46, 0.58], [-0.18, -0.02, 0.38], [0.40, -0.28, 0.69], [-0.89, -0.44, 0.83], [0.39, -0.03, 0.47], [0.00, 0.13, 0.28], [0.11, -0.86, 0.00], [-1.22, 0.73, 1.65], [0.05, 0.07, -0.60]]
}